No. 1
This record from the Open Molecules 2025 dataset describes a structure of composition C41H36ClCuN7P. The level of theory is ωB97M-V/def2-TZVPD.

Geometry as XYZ:
```
87
Properties=species:S:1:pos:R:3:forces:R:3:mulliken_spin:R:1
Cu 0.9139 -0.1653 0.2338 -0.626 0.117 -0.021 0.648
C 0.9150 0.8240 6.7875 -0.056 -0.050 -0.080 -0.002
C 0.7423 0.1887 5.4293 -0.106 0.015 0.142 0.013
C -0.4983 -0.2268 4.9541 0.001 -0.017 -0.026 -0.006
C -0.6399 -0.8030 3.7011 -0.144 -0.060 0.146 0.030
C 0.4489 -1.0407 2.8556 0.078 -0.346 -0.414 -0.004
N 0.3818 -1.5894 1.5609 -0.336 0.091 0.198 0.140
C -0.5509 -2.5717 1.2360 0.310 0.341 0.282 0.005
C -1.3347 -3.2811 2.1673 -0.129 0.075 0.065 0.013
C -2.3009 -4.1963 1.7928 -0.022 -0.027 0.016 -0.001
C -2.5564 -4.4902 0.4542 -0.165 -0.131 0.126 0.002
C -3.6457 -5.4442 0.0241 0.047 0.077 0.081 0.000
C -1.7239 -3.8928 -0.4671 0.058 0.080 -0.168 -0.001
C -0.7167 -3.0115 -0.0879 0.225 -0.044 -0.641 -0.009
N 0.2397 -2.6932 -1.1212 -0.063 0.053 0.442 -0.011
C 0.6382 -3.5083 -2.1188 -0.081 -0.108 0.025 -0.001
C 1.6424 -2.8763 -2.8172 0.025 0.065 -0.007 0.005
C 1.8171 -1.6603 -2.1568 -0.080 -0.084 0.020 -0.012
N 0.9613 -1.5656 -1.1382 0.349 0.073 -0.206 0.088
C 1.6813 -0.5714 3.3319 0.549 0.103 -0.081 0.001
C 1.8209 0.0259 4.5772 0.109 0.042 -0.049 -0.011
N 2.8726 -0.6390 2.5227 -0.403 -0.209 0.000 -0.003
C 4.1196 -0.9416 2.9394 -0.074 -0.063 0.116 0.000
C 4.9657 -0.8128 1.8661 -0.017 0.009 -0.128 0.000
C 4.1301 -0.4238 0.8097 0.000 -0.148 -0.024 0.000
N 2.8657 -0.3268 1.2072 0.297 0.358 0.078 0.002
H -0.0375 0.8926 7.3113 -0.003 0.001 -0.021 0.000
H 1.5950 0.2457 7.4153 -0.003 -0.015 -0.036 0.001
H 1.3258 1.8328 6.7087 -0.004 -0.020 -0.027 0.001
H -1.3779 -0.0792 5.5715 0.011 -0.015 -0.042 0.000
H -1.6272 -1.0799 3.3562 0.008 0.072 0.046 0.000
H -1.1765 -3.0971 3.2190 -0.010 -0.078 -0.013 0.000
H -2.8840 -4.6867 2.5660 0.054 0.029 -0.027 0.000
H -4.3677 -5.6018 0.8251 0.027 0.012 -0.001 0.000
H -4.1908 -5.0625 -0.8413 0.036 0.011 0.015 0.000
H -3.2414 -6.4218 -0.2490 0.024 0.038 0.015 0.000
H -1.8591 -4.1091 -1.5225 0.054 0.020 0.063 0.000
H 0.2078 -4.4882 -2.2352 0.018 0.052 0.007 0.000
H 2.1857 -3.2549 -3.6660 -0.026 0.019 0.041 0.001
H 2.5155 -0.8615 -2.3540 -0.057 -0.059 0.021 0.002
H 2.7980 0.3949 4.8756 -0.038 -0.035 -0.032 0.000
H 4.3013 -1.2456 3.9573 -0.009 0.014 -0.046 0.000
H 6.0259 -0.9989 1.8428 -0.056 0.023 -0.007 0.000
H 4.3799 -0.2498 -0.2256 0.007 0.032 0.077 0.000
Cl 3.2350 1.7218 -1.8055 -0.248 0.001 -0.069 0.001
C 2.3287 1.6935 -3.3113 0.258 0.071 0.089 0.008
C 3.0616 1.9109 -4.4667 -0.013 0.018 -0.124 0.001
C 2.4106 1.9382 -5.6907 0.045 -0.007 0.036 0.000
C 1.0362 1.7562 -5.7484 -0.004 -0.010 0.071 0.001
C 0.3258 1.5396 -4.5792 -0.106 0.069 -0.144 -0.003
C 0.9543 1.4914 -3.3349 -0.149 -0.049 0.028 0.007
P -0.0248 1.2872 -1.8012 0.150 -0.115 0.145 0.020
C -0.6736 2.9804 -1.5891 -0.012 0.004 -0.035 -0.005
C 0.0918 3.8658 -0.8318 0.051 0.006 0.035 0.010
C -0.2891 5.1932 -0.6992 -0.037 -0.021 -0.010 -0.001
C -1.4481 5.6460 -1.3154 0.024 -0.022 0.000 0.001
C -2.2135 4.7734 -2.0779 0.031 -0.065 0.015 0.000
C -1.8262 3.4473 -2.2206 0.015 0.038 0.024 0.003
C -1.4593 0.2556 -2.2670 0.012 -0.025 0.059 0.015
C -2.6068 0.3207 -1.4707 -0.019 0.020 -0.039 0.014
C -3.6437 -0.5854 -1.6380 0.054 0.011 -0.028 -0.002
C -3.5488 -1.5793 -2.6030 0.024 0.032 -0.009 0.005
C -2.4157 -1.6548 -3.4003 0.017 0.059 0.031 -0.002
C -1.3763 -0.7472 -3.2318 0.043 -0.096 -0.013 -0.002
H 4.1296 2.0705 -4.4004 -0.033 -0.012 -0.002 0.000
H 2.9785 2.1128 -6.5954 -0.004 -0.009 0.028 0.000
H 0.5172 1.7906 -6.6977 0.018 -0.002 0.034 0.000
H -0.7489 1.4102 -4.6288 0.041 0.027 -0.012 0.001
H 1.0010 3.5177 -0.3531 -0.043 0.004 -0.015 0.002
H 0.3172 5.8731 -0.1136 -0.016 -0.019 -0.014 0.000
H -1.7517 6.6795 -1.2076 0.008 -0.021 -0.003 0.000
H -3.1116 5.1260 -2.5697 0.027 -0.014 0.018 0.000
H -2.4254 2.7826 -2.8293 -0.012 -0.048 0.006 0.000
H -2.7061 1.1003 -0.7255 0.027 0.027 0.034 -0.001
H -4.5262 -0.5132 -1.0150 0.021 -0.001 -0.011 0.000
H -4.3575 -2.2872 -2.7353 0.020 0.015 0.002 0.000
H -2.3348 -2.4235 -4.1596 0.006 0.025 0.013 0.000
H -0.4944 -0.8363 -3.8558 -0.028 -0.022 0.064 0.000
N 1.1473 2.2746 2.0748 0.094 0.030 -0.230 -0.007
C 0.4587 3.0937 2.8869 0.024 0.004 0.010 -0.003
C -0.8746 2.7991 2.7202 -0.034 -0.022 -0.065 0.004
C -0.8941 1.7711 1.7682 0.061 0.069 -0.048 -0.012
N 0.3374 1.4685 1.3735 -0.156 -0.179 0.223 0.049
H 2.1441 2.2088 1.9432 -0.009 -0.056 0.022 -0.001
H 0.9617 3.8129 3.5133 -0.028 -0.042 -0.028 0.000
H -1.7118 3.2546 3.2212 0.042 -0.027 -0.037 0.001
H -1.7354 1.2238 1.3691 0.060 0.043 0.025 0.002
```
Forces are in eV/Å.

Values from the calculation:
<S²>: 0.75
Spin multiplicity: 2
ΔE to the lowest compared entry with this formula, charge and spin (kJ/mol): 4.00
HOMO level (spin up / spin down) (eV): -9.268 / -9.221
Calculated total energy (hartree): -4409.117122
Orbital gap (spin up / spin down) (eV): 7.43 / 5.89
Charge: +1

---

No. 2
This record from the Open Molecules 2025 dataset describes a structure of composition C41H36FIrN4O5S5 at a distorted geometry. The level of theory is ωB97M-V/def2-TZVPD.

Geometry as XYZ:
```
93
Properties=species:S:1:pos:R:3:forces:R:3:lowdin_charge:R:1
Ir 0.0085 0.0955 0.3511 -4.338 1.806 1.924 0.958
O -5.9513 0.8397 4.0185 0.321 -0.050 -0.177 -0.079
C -4.9468 0.6409 3.3790 -0.228 0.037 0.122 -1.033
S -3.5488 -0.2625 3.9803 0.043 -0.125 0.064 0.944
C -2.5934 -0.1862 2.5070 -0.040 -0.169 0.567 -1.167
C -3.0935 0.5231 1.5040 -0.518 0.262 -0.240 -1.168
S -2.2803 0.7921 0.0062 1.687 0.041 -0.022 0.596
S -4.6821 1.2394 1.7355 0.009 0.084 -0.062 0.949
S -1.1006 -1.0408 2.4382 1.349 0.021 -1.344 0.628
F 0.4124 -5.2728 4.1283 -0.141 -0.115 0.060 0.067
C 1.4715 -4.7756 3.4546 -0.018 -0.012 0.003 -0.190
C 1.2617 -3.8168 2.5039 -0.225 0.083 0.014 0.092
C 2.3351 -3.3213 1.7781 0.340 -0.126 0.059 -0.032
C 2.0935 -2.2758 0.7714 0.243 -0.254 0.157 -0.322
O 0.9367 -1.9484 0.5418 0.317 -1.049 -0.453 -0.123
C 3.2562 -1.7364 0.1354 0.269 0.165 -0.056 -0.035
C 4.4566 -2.3115 0.3663 -0.022 -0.070 0.047 0.047
N 4.6783 -3.3234 1.2565 0.188 -0.020 0.096 0.004
C 5.9791 -3.9320 1.3709 -0.110 -0.083 0.177 -0.270
C 7.2287 -3.1409 1.1727 0.003 0.108 -0.057 -0.082
C 6.8480 -3.5914 2.5518 0.038 0.014 0.161 -0.103
C 3.6265 -3.8103 2.0209 0.049 0.064 -0.109 -0.113
C 3.8197 -4.7565 3.0322 0.131 -0.054 -0.123 0.054
C 2.7464 -5.2523 3.7494 0.018 -0.018 0.050 -0.153
N 3.0084 -6.2059 4.7787 -0.155 -0.121 0.063 -0.127
C 3.6214 -7.4775 4.4153 -0.083 0.111 0.197 -0.110
C 4.6320 -7.8356 5.5399 -0.068 0.001 -0.268 -0.071
N 4.2913 -6.9479 6.6991 -0.297 -0.229 -0.162 0.040
C 2.8338 -7.0789 7.0295 -0.258 0.103 -0.141 -0.064
C 2.0558 -6.3913 5.8717 0.331 0.070 -0.076 -0.121
C 3.2364 -0.5029 -0.7556 0.052 0.343 -0.226 -0.612
O 4.2071 -0.3312 -1.4973 -0.082 -0.066 0.114 0.015
O 2.2474 0.2755 -0.5883 0.296 -0.484 0.115 -0.179
H 0.2628 -3.4322 2.3066 0.094 -0.039 0.024 0.097
H 5.3186 -1.9520 -0.1790 -0.055 0.010 -0.031 0.137
H 5.9968 -4.9620 1.0333 0.013 -0.031 -0.046 0.151
H 7.1557 -2.0864 0.9448 -0.042 -0.033 0.055 0.110
H 8.0444 -3.6459 0.6762 -0.014 -0.003 -0.021 0.108
H 6.4720 -2.8332 3.2281 -0.022 -0.014 -0.066 0.114
H 7.4203 -4.3781 3.0286 -0.004 -0.003 -0.076 0.096
H 4.8139 -5.1053 3.2800 0.014 0.054 -0.048 0.109
H 4.1280 -7.3833 3.4611 0.061 -0.018 -0.017 0.128
H 2.8687 -8.2686 4.3218 -0.011 -0.007 -0.020 0.135
H 5.6585 -7.6248 5.2480 0.025 0.050 0.055 0.132
H 4.5536 -8.8736 5.8517 0.004 0.011 0.109 0.131
H 4.3701 -6.0011 6.3079 0.197 0.167 0.120 0.178
H 4.9008 -7.0851 7.4989 0.058 -0.003 0.053 0.184
H 2.6353 -6.6031 7.9852 0.078 0.019 0.044 0.134
H 2.5958 -8.1366 7.1052 0.121 -0.053 0.028 0.132
H 1.6860 -5.4175 6.1793 -0.006 0.019 0.060 0.138
H 1.1987 -7.0052 5.5936 -0.035 -0.059 0.019 0.130
O -0.0025 1.6170 -1.3548 0.678 -0.535 -0.007 -0.716
S 1.2291 2.2890 -1.9694 -0.391 0.383 0.049 1.035
C 0.4003 3.5348 -3.0298 0.272 -0.208 -0.020 -0.256
C 1.3947 4.5327 -3.5552 0.112 -0.078 -0.017 -0.283
C 2.4583 4.1051 -4.3533 -0.040 0.032 0.016 -0.051
C 3.4102 5.0085 -4.8058 -0.050 -0.026 0.031 -0.081
C 3.3127 6.3512 -4.4619 -0.022 -0.005 -0.042 -0.094
C 2.2576 6.7844 -3.6707 -0.013 -0.017 -0.022 -0.078
C 1.3052 5.8800 -3.2186 -0.035 0.007 -0.005 -0.044
C 1.8994 3.4063 -0.7027 -0.079 -0.159 0.027 -0.245
C 1.0098 4.4761 -0.1240 -0.105 0.049 -0.009 -0.257
C -0.3437 4.2717 0.1483 -0.027 -0.079 -0.051 -0.065
C -1.0994 5.2690 0.7522 0.093 0.059 -0.005 -0.068
C -0.5123 6.4772 1.1068 0.008 -0.030 -0.019 -0.091
C 0.8358 6.6863 0.8442 -0.010 0.008 -0.004 -0.086
C 1.5844 5.6980 0.2213 0.022 -0.036 0.020 -0.054
H -0.3994 3.9854 -2.4478 -0.004 0.034 0.005 0.090
H -0.0309 2.9270 -3.8274 -0.047 0.048 0.018 0.102
H 2.5386 3.0543 -4.6134 0.014 0.056 -0.008 0.114
H 4.2266 4.6637 -5.4292 -0.027 0.009 0.037 0.102
H 4.0502 7.0590 -4.8229 -0.028 -0.037 0.046 0.100
H 2.1734 7.8316 -3.4055 -0.006 -0.040 0.003 0.103
H 0.4835 6.2206 -2.5985 0.043 -0.011 0.015 0.117
H 2.7871 3.8369 -1.1729 0.023 -0.008 0.077 0.103
H 2.2255 2.7115 0.0763 0.047 -0.062 -0.072 0.085
H -0.8104 3.3256 -0.1060 0.046 0.053 0.081 0.070
H -2.1462 5.0871 0.9672 0.029 0.001 -0.042 0.109
H -1.0989 7.2523 1.5863 0.021 -0.046 0.001 0.099
H 1.3089 7.6179 1.1323 -0.026 -0.022 -0.043 0.100
H 2.6352 5.8707 0.0095 -0.041 -0.006 0.020 0.116
N 3.0553 4.4172 5.5071 -0.096 -0.088 -0.110 0.126
C 2.5216 3.7302 4.7513 -0.021 -0.036 -0.004 -0.200
C 1.8871 2.8445 3.8085 0.102 0.058 0.045 -0.249
C 0.5546 3.0173 3.4346 -0.027 -0.031 0.082 -0.026
C -0.0227 2.1677 2.5056 -0.063 0.144 0.251 -0.118
C 0.7131 1.1459 1.9103 -0.012 0.216 -1.058 -0.354
C 2.0315 0.9480 2.3320 0.054 0.016 0.177 -0.102
C 2.6189 1.7886 3.2623 -0.053 0.012 0.017 -0.042
H -0.0276 3.8206 3.8698 0.030 0.000 -0.016 0.120
H -1.0667 2.3048 2.2516 0.060 -0.002 -0.093 0.088
H 2.6178 0.1350 1.9260 0.023 0.063 -0.081 0.083
H 3.6517 1.6471 3.5591 -0.030 -0.020 -0.001 0.111
```
Forces are in eV/Å.

Values from the calculation:
ΔE to the lowest compared entry with this formula, charge and spin (kJ/mol): 418.53
HOMO level (eV): -5.648
Calculated total energy (hartree): -4374.193440
Orbital gap (eV): 3.85
Charge: 0